{"formula": "C6H10N2O5", "method": "ωB97M-V/def2-TZVPD", "gap_ev": 6.8, "energy_ev": -19593.8255, "lumo_ev": -2.32, "species": ["O", "O", "O", "O", "O", "N", "N", "C", "C", "C", "C", "C", "C", "H", "H", "H", "H", "H", "H", "H", "H", "H", "H"], "positions_angstrom": [[-4.90005, -0.43511, 0.39308], [4.42708, -0.90901, -0.67235], [4.79182, 0.53478, 0.78640], [0.76766, 1.66437, -0.58335], [-2.29127, -1.16012, 0.31994], [0.21473, -0.49120, -0.30470], [-3.94444, 0.33397, -0.36907], [1.60989, -0.83786, -0.65033], [-1.57089, 1.14580, -0.16236], [-0.20814, 0.81364, -0.32499], [-2.49875, 0.09575, -0.02768], [3.87121, -0.19446, 0.10341], [2.47922, 0.12190, 0.29366], [-4.91744, -0.06811, 1.33523], [1.73647, -0.78012, -1.80454], [1.95494, -0.20865, 1.28546], [-3.24158, -1.80711, -0.82827], [-0.20601, -1.21898, 0.52199], [1.76352, -1.93657, -0.37038], [-1.89354, 2.09333, -0.21602], [-4.26048, 1.26760, -0.58559], [2.14798, 1.27144, 0.20305], [4.16808, 0.70473, 1.65740]], "nbo_charge": [-0.555, -0.569, -0.655, -0.680, -0.632, -0.631, -0.374, -0.203, -0.420, 0.608, 0.531, 0.745, -0.610, 0.463, 0.230, 0.226, 0.463, 0.426, 0.213, 0.236, 0.381, 0.350, 0.456]}

=====

{"formula": "C4H4N2OS", "method": "ωB97M-V/def2-TZVPD", "gap_ev": 8.2, "energy_ev": -20072.0920, "smiles": "NN1C(=O)C=CC1=S", "lumo_ev": -0.91, "species": ["S", "O", "N", "N", "C", "C", "C", "C", "H", "H", "H", "H"], "positions_angstrom": [[-2.63831, -0.24646, -0.06952], [2.10238, -0.47653, -0.13366], [-0.15102, -0.66582, -0.20640], [-0.15259, -2.00220, 0.20582], [1.06170, 0.05547, -0.11213], [0.66576, 1.44508, 0.05763], [-0.61588, 1.54196, 0.11542], [-1.29851, 0.26215, -0.08588], [-1.15779, 2.39356, 0.15741], [1.45338, 2.21627, -0.17410], [-0.12201, -2.58276, -0.68098], [0.85288, -1.94071, 0.92640]], "nbo_charge": [0.250, -0.547, -0.338, -0.656, 0.616, -0.245, -0.182, -0.125, 0.221, 0.241, 0.377, 0.388]}

=====

{"formula": "C35H44N4P", "method": "ωB97M-V/def2-TZVPD", "gap_ev": 4.6, "energy_ev": -52250.6273, "charge": 1, "lumo_ev": -4.14, "species": ["P", "N", "N", "N", "N", "C", "C", "C", "C", "C", "C", "C", "C", "C", "C", "C", "C", "C", "C", "C", "C", "C", "C", "C", "C", "C", "C", "C", "C", "C", "C", "C", "C", "C", "C", "C", "C", "C", "C", "C", "H", "H", "H", "H", "H", "H", "H", "H", "H", "H", "H", "H", "H", "H", "H", "H", "H", "H", "H", "H", "H", "H", "H", "H", "H", "H", "H", "H", "H", "H", "H", "H", "H", "H", "H", "H", "H", "H", "H", "H", "H", "H", "H", "H"], "positions_angstrom": [[0.39467, -0.02159, 0.42401], [-2.12366, -2.59808, 4.79640], [5.06545, 2.31048, -2.61683], [-3.99177, 2.79383, -2.59620], [0.23207, -5.33931, -2.45192], [1.37771, -5.99078, -3.04528], [5.02699, 2.42436, -4.05964], [1.57112, 1.47771, -1.74245], [-2.76281, 2.41147, -0.53065], [-3.10063, 2.04840, -1.86703], [-2.11136, -4.04938, 4.78068], [2.68111, 1.84867, -2.49594], [0.35043, -4.18044, -1.72871], [-1.55960, 0.16962, -1.68119], [1.72316, 0.90762, -0.46311], [-0.69334, -3.75707, -0.85857], [1.53752, 2.16871, 3.82451], [-3.18383, -1.93112, 5.53052], [-1.75403, 1.74128, 0.14864], [0.06167, 0.16530, 3.74763], [-0.86966, 2.47166, 4.02301], [-1.15064, -1.91286, 4.20845], [-4.12179, 2.63401, -4.02947], [1.71892, 3.54462, 3.90821], [-5.08255, 3.53171, -1.99544], [0.60890, 4.39613, 4.03823], [-2.46030, 0.91740, -2.43315], [-1.09099, 0.63650, -0.43529], [-0.56635, -2.58757, -0.12814], [1.56231, -2.12830, -1.18081], [4.08135, 1.54526, -0.52618], [-1.03753, -5.89529, -2.86986], [-1.05033, -0.51183, 4.22987], [0.23700, 1.59407, 3.86880], [6.20570, 2.97157, -2.01772], [1.51518, -3.37001, -1.81157], [3.96458, 1.91939, -1.89667], [0.49367, -1.68364, -0.37310], [-0.68195, 3.85118, 4.09075], [2.98880, 1.02815, 0.15992], [0.58161, 1.62187, -2.17462], [-5.19600, 4.47894, -2.53689], [-2.27292, -4.44647, 3.77183], [2.43938, -1.49775, -1.33660], [2.73165, 3.95548, 3.87752], [-4.58862, 3.54383, -4.42220], [6.27554, 2.76448, -0.94799], [-1.20787, -0.77552, -2.09438], [1.13669, -7.05458, -3.15429], [-1.87186, -5.46639, -2.31115], [6.14627, 4.06353, -2.16704], [5.05419, 1.60068, -0.03569], [1.61229, -5.58910, -4.04281], [4.47127, 1.59220, -4.50562], [-1.87014, 0.05423, 4.68784], [2.56817, 2.10240, -3.55387], [-2.68726, 0.62990, -3.46381], [-3.78105, -2.70291, 6.01692], [0.75780, 5.47417, 4.09704], [-6.03048, 2.97501, -2.09535], [-3.82987, -1.33967, 4.87074], [-1.20551, -5.72036, -3.94598], [-0.37510, -2.50345, 3.70747], [-1.45556, 2.07985, 1.14105], [-1.31441, -2.34724, 0.62958], [2.26087, -5.88431, -2.40532], [-2.90264, -4.41049, 5.43636], [-1.58238, -4.37916, -0.74366], [-1.00927, -6.98187, -2.71525], [-1.14454, -4.42859, 5.13075], [-4.76214, 1.77774, -4.29247], [-2.77187, -1.25760, 6.29023], [3.11086, 0.70056, 1.19307], [2.35777, -3.71072, -2.42104], [4.57055, 3.37109, -4.38645], [6.06075, 2.40167, -4.41941], [-1.54333, 4.51129, 4.18677], [-4.89877, 3.72957, -0.93735], [-3.14144, 2.49925, -4.50064], [0.92622, -0.42235, 3.42803], [-1.87746, 2.05859, 4.06552], [-3.25151, 3.26908, -0.06745], [7.11127, 2.61754, -2.52455], [2.39367, 1.49378, 3.72647]], "lowdin_charge": [1.086, -0.176, -0.210, -0.210, -0.212, -0.071, -0.072, -0.071, -0.023, -0.226, -0.015, -0.016, -0.228, -0.091, -0.386, -0.032, -0.018, -0.019, -0.103, -0.025, -0.029, -0.027, -0.071, -0.056, -0.059, -0.046, -0.021, -0.398, -0.136, -0.076, -0.027, -0.058, -0.056, -0.231, -0.058, -0.019, -0.226, -0.399, -0.061, -0.120, 0.101, 0.090, 0.106, 0.104, 0.115, 0.087, 0.069, 0.107, 0.087, 0.070, 0.097, 0.095, 0.096, 0.090, 0.100, 0.101, 0.102, 0.094, 0.114, 0.097, 0.112, 0.097, 0.158, 0.083, 0.095, 0.089, 0.092, 0.095, 0.089, 0.106, 0.095, 0.108, 0.086, 0.101, 0.096, 0.086, 0.112, 0.069, 0.090, 0.105, 0.110, 0.094, 0.089, 0.117]}

=====

{"formula": "C28H41BrCl5N8O2RuSSeSi", "method": "ωB97M-V/def2-TZVPD", "gap_ev": [7.2, 6.7], "energy_ev": -265001.1962, "spin_multiplicity": 2, "s2": 0.757, "charge": 2, "lumo_ev": [-6.44, -6.96], "species": ["Ru", "Br", "Se", "Cl", "Cl", "Cl", "Cl", "Cl", "S", "Si", "O", "O", "N", "N", "N", "N", "N", "N", "N", "N", "C", "C", "C", "C", "C", "C", "C", "C", "C", "C", "C", "C", "C", "C", "C", "C", "C", "C", "C", "C", "C", "C", "C", "C", "C", "C", "C", "C", "H", "H", "H", "H", "H", "H", "H", "H", "H", "H", "H", "H", "H", "H", "H", "H", "H", "H", "H", "H", "H", "H", "H", "H", "H", "H", "H", "H", "H", "H", "H", "H", "H", "H", "H", "H", "H", "H", "H", "H", "H"], "positions_angstrom": [[0.46708, -0.18239, 2.27408], [-0.03894, 0.22982, -0.44216], [-1.48270, -4.46948, 0.25042], [1.34723, 0.29498, 7.96112], [-1.28428, 1.88022, 8.37163], [-3.12939, 2.44109, 5.95269], [-2.42819, 1.52176, 3.17674], [2.16220, -0.69769, 5.22556], [2.71664, 0.31743, 2.05932], [0.12940, 0.14094, -2.82226], [-2.92052, -0.66582, 0.95259], [-1.45408, -1.11415, 2.56968], [0.24278, 2.04173, 1.96471], [1.01662, -2.26149, 2.18843], [-0.17162, -5.44196, 0.89323], [-0.85587, -2.94183, 0.88412], [3.55630, 2.90538, 1.53371], [1.47588, 2.67242, 1.73889], [-4.88384, -1.92168, 2.00503], [3.03185, 4.15600, 1.36430], [0.63954, -4.61784, 1.52801], [-0.98947, 1.61366, -3.30734], [-3.70464, -1.86158, 2.85539], [2.39817, 1.86789, -2.82117], [1.85629, -5.01811, 2.14409], [-0.66720, 1.99177, -4.76775], [-0.84332, 1.33209, 6.81616], [2.00351, 0.40625, -3.08162], [0.33528, 0.62330, 6.62249], [2.87597, -0.45243, -2.15090], [-1.77519, -1.99353, -2.46963], [-2.47851, 1.24750, -3.22262], [-0.85383, -1.64141, -4.77068], [-2.58359, -1.17431, 2.09883], [-1.66095, 1.58694, 5.71900], [2.60979, -4.03904, 2.69647], [2.15284, -2.69605, 2.68915], [1.75289, 4.01006, 1.49228], [0.55193, -2.65113, -2.98029], [0.72130, 5.06668, 1.39607], [-0.52228, -1.59347, -3.26641], [0.68223, 0.18117, 5.34091], [-1.28449, 1.14352, 4.44918], [-0.09511, 0.42941, 4.20965], [2.62934, 1.98886, 1.76625], [2.36089, 0.05808, -4.54016], [-0.79920, 2.86227, -2.43076], [0.24803, -3.22396, 1.53524], [-3.88870, -0.90328, 0.86255], [2.21654, -0.99949, -4.76097], [-1.14179, 2.68286, -1.40904], [-0.77569, 1.15120, -5.45474], [0.33791, 2.39654, -4.88234], [3.48060, 1.96324, -2.94337], [-1.41646, 3.66588, -2.84201], [-0.32606, 2.14839, 1.12244], [-1.36738, 2.76626, -5.09210], [0.13056, -3.64134, -3.17949], [3.41846, 0.28008, -4.70656], [-0.00273, -1.37636, -5.39900], [-3.06948, 2.13539, -3.46343], [-1.14469, -2.66241, -5.03324], [2.14800, -6.05956, 2.13871], [-2.03625, -3.02206, -2.74075], [2.69693, -0.22453, -1.09793], [-3.34546, -2.82662, 3.21531], [-0.22377, 2.51884, 2.73275], [3.56103, -4.24651, 3.16463], [4.55499, 2.77004, 1.48292], [2.78967, -1.95688, 3.14320], [-2.76428, 0.92204, -2.21957], [-5.71999, -1.59682, 2.47019], [-1.60167, -1.95475, -1.39181], [0.20012, 5.19172, 2.34693], [1.93461, 2.56414, -3.51807], [1.79000, 0.63808, -5.26633], [-2.64008, -1.37711, -2.69528], [1.42544, -2.54313, -3.62166], [-0.01178, 4.82670, 0.62395], [0.88218, -2.62565, -1.93989], [2.15226, 2.17889, -1.80176], [-2.76139, 0.47434, -3.93444], [3.92491, -0.22625, -2.36264], [1.20726, 6.00451, 1.14115], [-3.88790, -1.24352, 3.73702], [-1.68783, -0.99151, -5.03465], [0.22710, 3.22092, -2.39815], [2.74179, -1.52125, -2.29825], [-5.06376, -2.85297, 1.65401]], "lowdin_spin": [0.890, 0.026, 0.000, 0.001, 0.000, -0.001, 0.000, 0.008, 0.038, 0.010, 0.000, 0.002, -0.007, -0.005, 0.000, 0.000, 0.012, 0.004, 0.000, 0.004, 0.000, 0.002, 0.000, 0.000, 0.002, 0.001, 0.001, 0.002, 0.000, 0.000, 0.000, 0.000, 0.001, 0.001, -0.001, 0.000, 0.003, 0.002, 0.000, 0.000, 0.001, 0.006, -0.002, -0.007, 0.008, 0.001, 0.000, -0.001, 0.000, 0.000, 0.000, 0.000, 0.000, 0.000, 0.000, 0.000, 0.000, 0.000, 0.000, 0.000, 0.000, 0.000, 0.000, 0.000, 0.000, 0.000, 0.000, 0.000, 0.000, 0.001, 0.000, 0.000, 0.000, 0.000, 0.000, 0.000, 0.000, 0.000, 0.000, 0.000, 0.000, 0.000, 0.000, 0.000, 0.000, 0.000, 0.000, 0.000, 0.000]}

=====

{"formula": "C4H8NO", "method": "ωB97M-V/def2-TZVPD", "gap_ev": 7.1, "energy_ev": -7813.4025, "charge": -1, "lumo_ev": 4.33, "species": ["O", "N", "C", "C", "C", "C", "H", "H", "H", "H", "H", "H", "H", "H"], "positions_angstrom": [[-0.65802, -0.55573, -1.41719], [1.32204, 0.80872, 0.93980], [0.14188, 0.13591, 1.33110], [-0.36550, 0.25330, 2.55251], [-1.27177, -1.37306, -2.32020], [1.31368, 1.23164, -0.25547], [0.49278, 0.99953, -0.94738], [2.19321, 1.75831, -0.60570], [-1.26016, -0.29106, 2.82111], [0.15430, 0.82667, 3.30395], [-0.37279, -0.40994, 0.51726], [-2.05737, -2.01786, -1.85807], [-0.57653, -2.07139, -2.84590], [-1.78467, -0.80795, -3.13919]], "nbo_charge": [-1.002, -0.476, -0.046, -0.488, -0.189, -0.052, 0.239, 0.131, 0.186, 0.176, 0.272, 0.084, 0.083, 0.082]}

=====

{"formula": "C5H6O2", "method": "ωB97M-V/def2-TZVPD", "gap_ev": 8.4, "energy_ev": -9374.2203, "smiles": "C=C=C=O.CC=O", "lumo_ev": -0.65, "species": ["O", "O", "C", "C", "C", "C", "C", "H", "H", "H", "H", "H", "H"], "positions_angstrom": [[1.77700, -0.49748, -1.63329], [-1.00307, 0.61293, 1.24809], [-0.60795, 0.01858, -1.97625], [-1.82324, 0.35945, -1.57899], [0.63271, -0.23142, -1.70090], [1.29262, 0.01040, 1.54961], [-0.12888, -0.21858, 1.13247], [1.47262, 1.08102, 1.66635], [-2.65341, 0.45853, -2.27615], [-0.36423, -1.23067, 0.73939], [1.99732, -0.42610, 0.83583], [1.43568, -0.48748, 2.51620], [-2.02716, 0.55082, -0.52237]], "nbo_charge": [-0.472, -0.552, -0.363, -0.227, 0.638, -0.733, 0.445, 0.235, 0.199, 0.112, 0.245, 0.241, 0.232]}

=====

{"formula": "C5H8", "method": "ωB97M-V/def2-TZVPD", "gap_ev": [7.6, 7.7], "energy_ev": -5310.0019, "lumo_ev": [-0.16, -0.50], "species": ["C", "C", "C", "C", "C", "H", "H", "H", "H", "H", "H", "H", "H"], "positions_angstrom": [[2.41599, -0.22459, 0.89396], [-1.24714, -0.93815, -0.12152], [-0.26874, 1.39372, -0.46325], [1.06432, -0.46701, 0.59897], [-0.05280, -0.02414, -0.03369], [0.74710, -1.25694, 1.29460], [-2.11374, -0.58431, 0.44972], [-0.77092, 1.92299, 0.35975], [3.04911, -0.24520, -0.01989], [0.66883, 1.91965, -0.66384], [-0.93263, 1.45862, -1.33180], [-1.56017, -1.00226, -1.17266], [-0.99921, -1.95238, 0.20964]], "nbo_charge": [-0.094, -0.641, -0.654, -0.423, 0.092, 0.263, 0.216, 0.230, 0.129, 0.225, 0.218, 0.221, 0.218]}